Entry 1:
39
Properties=species:S:1:pos:R:3 method="wB97M-V/def2-TZVPD" e_above_lowest_kj_mol=190.7 homo_lumo_gap_ev=9.050 smiles="O=C(Nc1ccccc1F)c1cc(S(=O)(=O)N2CCOCC2)cs1" mol_weight_g_mol=370.4 e_homo_ev=-9.09
C 5.51821 1.46442 -0.29089
C -5.39125 -0.85778 1.00829
H 3.71248 2.57172 0.17428
H 3.75353 1.88884 -1.47940
C -2.15270 -0.02841 -0.27868
H 5.81148 0.65725 -0.97962
C -0.87633 -0.76153 -0.41634
H -7.30996 -0.78565 1.93741
H 3.14368 -0.82922 1.53394
C 0.33160 -0.18112 -0.68964
O 3.15014 -0.12495 -2.41222
N -3.24742 -0.83412 -0.12215
H -5.01048 -1.62293 1.66880
S 3.07391 -0.67794 -1.09541
H -8.16514 0.98321 0.43935
N 3.26326 0.56009 0.01250
S -0.70627 -2.48371 -0.23626
H 0.45660 0.87390 -0.84392
O 3.87853 -1.82684 -0.78291
H 5.47293 -0.25562 2.46232
C 3.64911 0.11670 1.33774
H 1.58623 -3.27566 -0.51353
C -5.07592 0.61125 -0.84996
C 4.01621 1.71610 -0.43667
C -6.35997 1.10070 -0.69548
C 0.97713 -2.39428 -0.52312
O 5.84331 1.11086 1.03603
C -6.68134 -0.38457 1.15758
C -7.16237 0.60533 0.31655
H 5.46313 -0.90590 0.79229
H -3.09873 -1.80918 0.09555
H 6.09114 2.36560 -0.51466
O -2.19392 1.17946 -0.29232
C -4.55985 -0.35550 0.01211
H -6.71633 1.85302 -1.38098
C 1.38101 -1.11658 -0.74951
F -4.34392 1.04490 -1.88854
C 5.16796 -0.06282 1.43245
H 3.31030 0.87098 2.05499

***

Entry 2:
38
Properties=species:S:1:pos:R:3 method="wB97M-V/def2-TZVPD" e_above_lowest_kj_mol=48.2 homo_lumo_gap_ev=6.978 mol_weight_g_mol=645.6 e_homo_ev=-7.54
H -4.45860 -0.69360 0.36984
O -0.06209 2.03449 -0.76597
C 0.53575 5.12096 1.81515
C 2.82528 -3.56013 -0.04394
H 0.17973 -1.01886 -2.60323
I 3.34058 -1.22097 3.27495
C -0.48696 -0.46052 -1.94953
N 3.68628 -2.52294 -0.28331
C 2.96167 -1.40362 -0.47182
N 0.10593 3.00739 0.08825
H 1.50877 6.04422 0.11443
S -1.22036 1.49352 1.85904
H -2.65831 0.54357 -0.79143
I 0.98527 0.19232 2.71299
C 0.75924 4.11512 -0.33119
H -2.75651 -4.39153 -0.93635
H -4.50342 -3.16310 0.29994
H -0.92891 -3.15370 -2.05970
C -1.66670 -1.21825 -1.49198
C 1.57593 -3.02715 -0.11811
N 1.67849 -1.68412 -0.39365
C -3.68896 -1.23254 -0.16743
H -0.71347 0.52890 -2.33979
H 0.70513 5.94415 2.49623
H 0.61632 -3.49778 0.00622
C -1.70652 -2.61781 -1.52657
C -2.68148 -0.53843 -0.81644
C -3.71470 -2.61999 -0.20487
Pd 0.22011 -0.20402 -0.12398
C 0.98435 5.18176 0.49913
C -0.13183 3.99257 2.23636
C -0.36694 2.92258 1.37106
H 3.16176 -4.55996 0.16187
H 1.07417 4.06763 -1.36210
H 4.68842 -2.56268 -0.22167
C -2.72780 -3.30937 -0.89731
H 3.37811 -0.42838 -0.65316
H -0.49775 3.90027 3.24810

***

Entry 3:
34
Properties=species:S:1:pos:R:3 method="wB97M-V/def2-TZVPD" e_above_lowest_kj_mol=145.8 homo_lumo_gap_ev=5.992 smiles="CCO/C([O-])=C/C[C@@](C)(C#N)c1ccc(C#N)cc1" mol_weight_g_mol=255.3 total_charge=-1 e_homo_ev=-2.93
C 0.90916 -3.32889 -0.36932
H 1.49059 0.74163 -0.60600
H -5.61504 1.66210 0.17718
H 3.62741 -0.56392 -0.60474
C 0.70935 1.08485 0.23883
H 3.77993 0.64619 0.96156
C 0.92348 -2.31998 0.59882
H -5.35405 1.74526 -1.59332
O -2.91431 1.54904 -0.31388
C 2.87825 -1.34369 -0.49343
N 1.91072 -5.36819 -3.04562
C -3.75589 2.70640 -0.42338
H 0.13116 -4.10302 -0.26861
C 0.67840 -0.08947 2.32005
H 3.56737 -2.40788 -2.23632
C -1.66024 1.94989 0.03037
C 1.86665 -4.47008 -2.29506
H 0.15111 -2.28514 1.39645
O -1.38813 3.11402 0.30178
C 2.94833 0.80395 1.66260
H 2.55635 1.82679 1.54354
C 1.69527 -0.04562 1.33141
H 0.92184 1.93650 0.88119
C 1.90285 -1.31633 0.53259
H -3.42597 3.33895 -1.25945
H -1.00299 -0.07536 -0.47979
C 1.89741 -3.37279 -1.36156
C -0.61142 0.87913 -0.08456
C -5.21872 2.29833 -0.64188
H -5.84644 3.19775 -0.70770
H 3.30076 0.68032 2.69790
H -3.67712 3.29522 0.49750
N -0.22319 -0.02279 3.05329
C 2.84715 -2.34314 -1.44041

***

Entry 4:
40
Properties=species:S:1:pos:R:3 method="wB97M-V/def2-TZVPD" s2=2.011 homo_lumo_gap_ev="7.123 / 5.781" mol_weight_g_mol=451.8 spin_multiplicity=3 e_homo_ev="-7.19 / -7.35"
H -5.39039 4.26296 2.54426
H 6.11876 0.44975 -0.16836
Pd 0.14802 -1.34361 -0.03151
C -2.03914 2.36733 -1.41261
C -1.37557 1.48869 -0.56849
C -0.85046 -4.05026 0.99071
O 2.08252 -1.25481 -0.99919
H -0.87665 1.08395 -4.31447
H -3.54977 2.34649 0.70016
H 4.70412 -2.60229 2.46236
C 5.34007 -0.23748 0.14033
C 5.55119 -1.08846 1.23279
H 2.68030 -3.71225 2.10371
C -1.84867 2.23716 -2.78177
C -2.88785 3.49315 -0.89857
N -3.53824 3.25174 0.26071
H -3.75169 5.14489 1.09534
N 1.11709 -2.97496 1.03031
N -1.69240 -5.01313 1.46035
S -1.52267 -2.99580 -0.24582
C -1.04212 1.21688 -3.25497
H -2.47596 -5.26836 0.88834
C 2.34788 -2.95795 1.39005
O -4.82272 3.64892 2.07281
H 6.48492 -1.04953 1.77760
O -2.98969 4.54748 -1.49832
C 4.55518 -1.95555 1.60406
H -2.32489 2.94186 -3.45081
N 0.33962 -3.99472 1.48208
H -1.43484 1.58951 0.50810
C 4.15566 -0.26634 -0.54993
C -0.43876 0.36860 -2.34426
C 3.32967 -2.02384 0.91830
H 3.97714 0.38279 -1.39793
H -1.27686 -5.72285 2.04038
C -4.35864 4.25612 0.89339
N -0.59712 0.50827 -1.02201
H 0.21410 -0.43455 -2.66116
H -5.18042 4.54388 0.22870
C 3.11926 -1.18367 -0.22467